C4H10N2S | the ωB97M-V functional and the def2-TZVPD basis

## Properties
E_LUMO ... 0.733 eV
2S+1 ... 1
Total charge ... 0
Orbital gap ... 9.850 eV
SMILES ... CN/N=C\[C@H](C)S
Highest occupied orbital energy ... -9.117 eV
Energy above the lowest of the compared OMol25 structures with the same formula, charge and spin ... 3.986 eV
Electronic energy ... -665.9565 Ha

Each line ends with the Löwdin charge.
Geometry (Å):
C 2.04 0.44 -0.69  -0.1171
N 1.83 -1.13 -0.46  -0.1331
N 0.89 -1.37 0.65  -0.0341
C -0.36 -0.95 0.61  -0.3003
C -1.06 -0.04 -0.23  -0.6542
C -1.41 1.31 0.42  -0.1801
S -2.86 -0.84 -0.50  0.6303
H 1.15 0.98 -1.19  0.0730
H 2.87 0.54 -1.36  0.0328
H 2.35 0.82 0.42  0.1104
H 2.83 -1.41 0.18  0.1781
H -0.93 -1.32 1.49  0.1140
H -0.63 0.17 -1.18  0.0607
H -2.06 2.01 -0.18  0.0860
H -1.88 1.13 1.52  0.1167
H -0.52 1.85 0.90  0.0829
H -2.27 -2.19 -0.38  -0.0660